This record from OMol25 describes C24H43IIrP2 as an isolated structure in a non-equilibrium geometry. The level of theory is wB97M-V/def2-TZVPD.

Last column: Löwdin spin population.
Element x y z (Å)
Ir1 -1.45710 1.26876 -2.57433  0.9899
C1 3.44514 1.25680 1.19308  0.3263
C2 2.43850 1.92333 1.94798  0.3236
C3 3.17436 0.11303 3.15623  0.3200
C4 3.90499 0.14624 1.94023  0.3268
C5 2.26952 1.21242 3.15950  0.3179
C6 3.97364 1.65685 -0.12898  0.0504
H1 3.33243 2.40749 -0.60139  0.0019
H2 4.03753 0.78265 -0.79207  0.0117
H3 4.98473 2.08419 -0.03683  0.0202
C7 5.01639 -0.76658 1.57760  0.0465
H4 5.17325 -0.80527 0.49547  0.0033
H5 4.82481 -1.78588 1.92706  0.0079
H6 5.97132 -0.44971 2.02414  0.0203
C8 3.38741 -0.85165 4.25767  0.0453
H7 4.27166 -0.59153 4.86537  0.0196
H8 3.54051 -1.87481 3.88224  0.0083
H9 2.52331 -0.86145 4.93380  0.0016
C9 1.35383 1.58851 4.26013  0.0450
H10 1.83750 2.27283 4.97213  0.0199
H11 1.02091 0.71010 4.82365  0.0042
H12 0.47457 2.10519 3.86069  0.0047
C10 1.68867 3.14445 1.55105  0.0464
H13 1.87251 3.98761 2.23850  0.0160
H14 0.60088 2.96302 1.54697  0.0149
H15 1.97580 3.47192 0.54404  -0.0003
C11 -2.09036 -0.12464 -3.80550  0.0959
C12 -1.89450 1.20076 -4.45256  0.1281
C13 -3.03104 2.20394 -4.46857  0.0301
C14 -3.59407 2.72657 -3.08256  0.0294
C15 -2.93931 2.22855 -1.80286  0.1159
C16 -2.98416 0.78849 -1.44127  0.1017
C17 -4.00657 -0.11885 -2.13858  0.0186
C18 -3.52920 -0.58713 -3.50068  0.0186
H16 -3.83458 1.81218 -5.09670  0.0041
H17 -4.67300 2.55890 -3.02913  0.0037
H18 -2.65616 3.08001 -4.99864  0.0022
H19 -4.19081 -0.27813 -4.32028  0.0033
H20 -1.39757 -0.93919 -4.06106  0.0134
H21 -1.16341 1.18495 -5.26970  0.0255
H22 -3.52619 -1.68536 -3.52669  0.0011
H23 -4.16404 -0.99186 -1.49391  0.0008
H24 -2.78719 0.51699 -0.39857  0.0169
H25 -4.97799 0.38160 -2.17031  0.0037
H26 -3.44622 3.81121 -3.07662  0.0023
H27 -2.84413 2.90144 -0.94390  0.0248
P1 0.44788 -2.33621 -0.56807  0.0627
P2 -0.79807 -2.19943 1.90472  0.4522
C19 -1.28500 -3.12194 -0.59958  0.0022
C20 -1.98243 -3.09778 0.81739  0.0514
H28 -1.28671 -4.14963 -1.00616  -0.0007
H29 -1.83522 -2.41752 -1.28571  0.0002
H30 -2.93352 -2.53949 0.81487  0.0097
H31 -2.21541 -4.11507 1.19083  0.0009
C21 -0.80256 -3.02617 3.51635  0.0455
H32 -0.02739 -2.54828 4.13583  0.0007
H33 -0.55047 -4.08993 3.38094  0.0005
H34 -1.79042 -2.91254 3.98951  0.0133
C22 -1.22886 -0.42747 2.08284  0.0659
H35 -2.27176 -0.35609 2.43354  0.0166
H36 -1.10256 0.13387 1.13792  0.0008
H37 -0.55355 0.03008 2.83110  0.0007
C23 0.82895 -2.69574 -2.39515  0.0245
H38 1.63021 -2.00843 -2.72814  0.0004
H39 -0.09066 -2.32755 -2.92343  0.0005
H40 1.14050 -3.73374 -2.62582  0.0034
C24 0.43676 1.29942 -1.87253  0.2606
H41 0.57475 1.07221 -0.80053  0.0335
H42 0.74059 2.35114 -2.04888  0.0330
H43 1.07100 0.61432 -2.46400  0.0375
I1 1.97738 -3.17695 1.13632  0.2516

gap between HOMO and LUMO (alpha / beta): 0.1827 / 0.1712 hartree
E_HOMO (alpha / beta): -10.8 / -12.8 eV
largest force on an atom: 7.7 eV/A
E_LUMO (alpha / beta): -5.79 / -8.13 eV
energy above the lowest of the compared OMol25 structures with the same formula, charge and spin: 95.26 kcal/mol
spin multiplicity: 6
total charge: +2
energy: -55080.023 eV